The following is a quantum chemistry calculation of an isolated molecule of C11H17N5O4 in a non-equilibrium geometry, from the OMol25 dataset.

Computed properties:
Energy above the lowest of the compared OMol25 structures with the same formula, charge and spin = 399.8 kJ/mol
HOMO-LUMO gap = 9.3 eV
HOMO = -8.9 eV

Geometry as ORCA input:
```
! wB97M-V def2-TZVPD RIJCOSX def2/J DEFGRID3
* xyz 0 1
C 0.3820 -2.2418 -0.3106
C -0.4144 -1.0146 -0.7703
C 1.3357 -1.7622 0.9843
C 2.2976 -0.6843 0.8603
C 2.9088 0.2789 1.7544
C 3.7727 0.4273 -0.2386
C -0.6988 1.4962 -0.5908
C 0.2694 2.5989 -0.6017
C -1.8840 1.8042 0.3231
C -3.2147 1.1549 -0.1508
C -3.6452 -0.0719 0.5907
H 0.6825 -3.1787 -2.1615
H 1.8939 -2.1504 -1.7580
H -0.5629 -2.9212 0.0181
H 1.8977 -2.6054 1.0605
H 0.5404 -1.8103 1.7720
H 2.6429 0.3978 2.7479
H 4.2590 1.0830 -1.0032
H 4.4466 1.7028 1.2672
H -0.0227 0.0452 0.7826
H -0.8436 1.2219 -1.6296
H -1.9918 2.8744 0.3181
H -1.7618 1.4570 1.4366
H -3.1831 1.0353 -1.2072
H -4.0211 1.9188 -0.1048
H -3.3826 -1.6785 -0.9075
H -3.6217 -2.1354 0.7217
H 1.6692 1.2581 -0.7863
N 1.2412 -2.7478 -1.3799
N 2.8456 -0.3976 -0.4201
N 3.9694 0.8271 1.1092
N -0.0082 0.1857 -0.2400
N -3.6917 -1.3523 0.0221
O -1.3438 -1.0499 -1.5516
O -0.2197 3.7255 -0.6698
O -4.1070 0.0525 1.7461
O 1.5644 2.2569 -1.0323
*
```